# 1
# C42H108N6O15

A 9-piece molecular cluster, C42H108N6O15 overall (the ωB97M-V functional and the def2-TZVPD basis, the Open Molecules 2025 dataset).

```
171
C42H108N6O15 | the Open Molecules 2025 dataset | the ωB97M-V functional and the def2-TZVPD basis
C 0.66837 2.50712 7.06301
O 2.04153 2.64378 6.72815
C 2.18217 3.34921 5.47617
C 1.67521 2.47797 4.32595
O 2.40955 2.73831 3.18323
C 2.07860 1.83481 2.14997
C 2.94699 2.13665 0.91059
O 2.57504 1.20029 -0.12828
C 2.89321 1.70875 -1.38774
H 0.64911 2.08525 8.06901
H 0.06566 1.85303 6.43097
H 0.11882 3.44169 7.19550
H 3.17433 3.79219 5.39512
H 1.59940 4.27473 5.49150
H 0.60718 2.49199 4.10224
H 1.92968 1.46611 4.65510
H 1.02288 1.85067 1.87326
H 2.28230 0.80750 2.45889
H 4.00953 1.97360 1.09784
H 2.82015 3.19378 0.67031
H 2.62515 1.02071 -2.18821
H 3.95951 1.90401 -1.53049
H 2.39400 2.67695 -1.46328
C -6.13323 3.39103 0.35106
O -6.31225 2.40219 1.32766
C -7.57627 1.83966 1.40259
C -7.55345 0.60815 2.34635
O -6.74128 -0.54949 1.95786
C -5.33586 -0.26147 1.80623
C -4.61598 -1.53702 2.04115
O -4.80729 -2.44008 0.92035
C -4.29437 -3.70034 1.10644
H -6.16727 2.87285 -0.61129
H -5.15524 3.86591 0.40848
H -6.97785 4.08246 0.36300
H -8.00719 1.54286 0.44300
H -8.30449 2.54443 1.81374
H -8.55541 0.28865 2.63394
H -7.18233 0.84300 3.34715
H -4.91000 0.48609 2.47944
H -5.07533 0.16573 0.83640
H -4.82469 -2.03308 2.99042
H -3.54182 -1.33537 2.06506
H -3.24330 -3.65956 1.40684
H -4.34491 -4.24048 0.16027
H -4.81338 -4.34259 1.82256
C -2.04030 7.93530 -6.74608
O -3.27668 7.80361 -6.05393
C -3.84590 6.47616 -5.98737
C -2.86181 5.37592 -5.52610
O -2.12916 5.91170 -4.44046
C -1.48749 4.93806 -3.62611
C -2.31235 3.66150 -3.26879
O -2.02213 3.21571 -1.97827
C -2.74802 2.09339 -1.55106
H -1.73561 8.97503 -6.85857
H -2.13673 7.50817 -7.74660
H -1.25912 7.43809 -6.16912
H -4.24256 6.30331 -6.98981
H -4.66903 6.60370 -5.28528
H -2.24623 5.12700 -6.39247
H -3.54438 4.56308 -5.27501
H -1.09426 5.45849 -2.75220
H -0.54725 4.61340 -4.07897
H -1.98538 2.90768 -3.99055
H -3.40027 3.70690 -3.35914
H -3.73572 2.47334 -1.27716
H -2.34541 1.72314 -0.60906
H -2.77682 1.31554 -2.31453
C 3.86922 -5.96621 1.89735
C 3.38195 -4.80503 1.01592
C 1.87171 -4.38094 1.25053
O 0.98096 -5.47846 1.22583
C -0.38093 -5.20214 1.15575
N 4.28491 -3.67614 1.15774
H 3.51613 -5.76757 2.91217
H 4.93570 -6.12715 2.06113
H 3.48367 -6.95495 1.64874
H 3.48038 -5.13885 -0.02059
H 1.64674 -3.71118 0.42043
H 1.79847 -3.81977 2.18426
H -0.97667 -6.08412 1.39686
H -0.69298 -4.99870 0.12802
H -0.73235 -4.43756 1.85085
H 4.15569 -3.01755 0.40070
H 5.20924 -4.04211 0.96809
C -0.65468 -2.99095 4.54215
C 0.21033 -2.56428 5.72640
C 0.84513 -1.14326 5.41830
O 1.59771 -1.01280 4.20674
C 2.85824 -1.65139 4.24465
N -0.49728 -2.49372 6.97407
H 0.01433 -2.96529 3.67900
H -1.38838 -2.25163 4.21135
H -1.20272 -3.92718 4.64405
H 1.04063 -3.27071 5.75984
H 1.40302 -0.74078 6.26661
H 0.05644 -0.39090 5.34956
H 2.79090 -2.73785 4.30975
H 3.58458 -1.20011 4.92317
H 3.35301 -1.46606 3.28924
H -1.03555 -3.33032 7.16463
H -1.28260 -1.85348 6.97549
C -0.67910 -0.31155 1.53198
C -0.05271 -1.51598 0.78441
C -0.42586 -1.79110 -0.64919
O -0.56425 -0.59430 -1.45686
C -1.00958 -0.82917 -2.75402
N 1.42971 -1.40775 0.95187
H -1.73448 -0.35729 1.81004
H -0.67693 0.61090 0.94991
H -0.13387 -0.16969 2.46469
H -0.29742 -2.45647 1.28003
H -1.43162 -2.21896 -0.64127
H 0.26735 -2.47711 -1.13854
H -1.01082 -0.02006 -3.48478
H -2.05128 -1.16196 -2.72908
H -0.43144 -1.63024 -3.21954
H 1.59650 -1.19575 1.92547
H 1.82242 -0.67948 0.36880
C -1.85289 3.38976 1.87271
C -1.02706 4.63663 2.14008
C -1.65817 5.90948 1.53409
O -0.89746 7.03458 1.95806
C -1.38608 8.31637 1.77801
N -0.75707 4.73504 3.53983
H -1.97601 3.30049 0.79274
H -2.82836 3.51447 2.34468
H -1.35867 2.49101 2.24004
H -0.07044 4.68226 1.61405
H -2.67999 6.11449 1.86549
H -1.65336 5.87529 0.44227
H -0.62403 9.03436 2.07719
H -2.30371 8.61402 2.29517
H -1.73686 8.50625 0.75953
H -1.58648 4.62240 4.10695
H -0.33239 5.63243 3.73185
C 1.31076 -3.32612 -4.43829
C 2.27678 -3.94735 -5.44748
C 1.99925 -5.45144 -5.62714
O 2.07077 -6.09202 -4.29893
C 1.23592 -7.19159 -4.25689
N 2.01216 -3.21556 -6.71742
H 1.07912 -3.92908 -3.56021
H 0.31049 -3.26158 -4.87239
H 1.55803 -2.29010 -4.20547
H 3.33589 -3.77294 -5.25414
H 2.76940 -5.96151 -6.20670
H 1.00275 -5.53042 -6.06339
H 1.29045 -7.60543 -3.24895
H 1.58604 -7.96302 -4.94617
H 0.19236 -6.90581 -4.40470
H 2.23396 -2.23682 -6.59065
H 2.65043 -3.52418 -7.44006
C 7.30719 -2.30736 -3.84143
C 6.44260 -3.57892 -3.54013
C 5.06802 -3.13263 -3.04991
O 5.16004 -2.22435 -1.95609
C 3.96051 -1.50681 -1.64153
N 6.46410 -4.42046 -4.68436
H 8.26706 -2.53083 -4.30843
H 7.54999 -1.77781 -2.92090
H 6.79752 -1.65208 -4.54984
H 7.02182 -4.13014 -2.79728
H 4.44050 -3.98302 -2.76763
H 4.50156 -2.69756 -3.87814
H 3.09856 -2.12127 -1.37516
H 3.80167 -0.81019 -2.46572
H 4.13670 -0.90560 -0.74906
H 5.70169 -5.07156 -4.52567
H 6.14088 -3.93944 -5.51601
```

Output
* structure (SMILES): COC[C@H](C)N.COC[C@H](C)N.COC[C@H](C)N.COC[C@H](C)N.COC[C@H](C)N.COC[C@H](C)N.COCCOCCOC.COCCOCCOC.COCCOCCOC
* 2S+1: 1
* relative energy (zero: lowest compared OMol25 entry of this formula, charge and spin): 246.8 kJ/mol

# 2
# C42H109FN8O14

A 9-piece molecular cluster, C42H109FN8O14 overall (the ωB97M-V functional and the def2-TZVPD basis, the Open Molecules 2025 dataset).

```
174
C42H109FN8O14 | the Open Molecules 2025 dataset | the ωB97M-V functional and the def2-TZVPD basis
N -1.71531 -18.67339 14.77025
H -2.01159 -18.58057 15.73134
H -1.83544 -19.62919 14.46673
H -0.80080 -18.24664 14.72963
H -2.29114 -18.13766 14.13660
F -3.38681 -17.12910 13.42260
C -7.25894 -11.34172 12.98019
O -6.55596 -12.51130 13.28825
C -5.64203 -12.84760 12.25361
C -4.80039 -14.03951 12.78566
N -3.81416 -14.56860 11.89515
C -2.64086 -13.67467 11.81823
C -1.72885 -14.20656 10.71606
O -0.76170 -13.23637 10.27147
C -0.10408 -13.66825 9.14869
H -7.81942 -11.35330 12.04541
H -6.50561 -10.56916 12.82609
H -7.92420 -10.92444 13.73610
H -4.92769 -12.02866 12.16897
H -6.07395 -13.21281 11.32185
H -5.48158 -14.86839 12.97809
H -4.36740 -13.75145 13.74360
H -3.69835 -15.46500 12.34589
H -1.99014 -13.62048 12.69101
H -3.04610 -12.69729 11.55633
H -2.27290 -14.54805 9.83543
H -1.16940 -15.04560 11.12974
H -0.69853 -13.92027 8.27052
H 0.48265 -14.56228 9.35976
H 0.63064 -12.95045 8.78392
C -3.21500 -19.97090 17.47464
O -2.78104 -18.63364 17.24008
C -3.91593 -17.67994 17.17207
C -3.35620 -16.22253 17.10907
N -2.46374 -16.14351 15.97252
C -1.97895 -14.74454 15.91415
C -0.77398 -14.60627 16.88071
O 0.07262 -13.51194 16.61717
C -0.49230 -12.23343 16.84714
H -3.96539 -20.00526 18.26447
H -2.32659 -20.50161 17.81694
H -3.69181 -20.53624 16.67393
H -4.63135 -17.77311 17.98912
H -4.50462 -17.90420 16.28254
H -2.97691 -15.80294 18.04084
H -4.19314 -15.53729 16.97458
H -2.96208 -16.39657 15.13125
H -2.68597 -13.92225 16.02389
H -1.53737 -14.56345 14.93418
H -0.08622 -15.45119 16.91532
H -1.11506 -14.41673 17.89848
H -1.45238 -12.05654 16.36232
H 0.13987 -11.40363 16.53109
H -0.60675 -12.20048 17.93062
C -0.19136 -21.81110 17.07425
O -0.98684 -21.41652 15.99222
C -1.25069 -22.49252 15.03657
C -2.04870 -21.96760 13.87435
N -1.27773 -20.93238 13.24613
C -1.85081 -20.41574 11.95000
C -1.41331 -21.18656 10.71969
O -1.58384 -22.65721 10.82881
C -2.91477 -23.18308 10.87159
H -0.64647 -22.66970 17.56802
H -0.04656 -21.12271 17.90687
H 0.82247 -22.04368 16.74846
H -1.82946 -23.26489 15.54310
H -0.33480 -22.95585 14.66972
H -3.09552 -21.84172 14.15077
H -1.99434 -22.78800 13.15874
H -0.32429 -21.24799 13.13918
H -1.52611 -19.38229 11.82897
H -2.93580 -20.42034 12.05432
H -0.38166 -21.01856 10.41053
H -1.90858 -20.77198 9.84167
H -3.37481 -22.87487 9.93272
H -3.56924 -22.77946 11.64416
H -2.79190 -24.26594 10.89157
C -12.12194 -17.24194 23.11879
O -11.33860 -16.35248 22.36601
C -11.08570 -16.75230 21.00948
C -10.06233 -15.90719 20.28482
N -9.37736 -16.69221 19.21538
C -8.39577 -15.84862 18.52151
C -7.97325 -16.59607 17.25450
O -6.98189 -15.87288 16.49883
C -6.58314 -16.36446 15.20053
H -11.70419 -18.24855 23.13654
H -13.11850 -17.44821 22.72839
H -12.13743 -16.90649 24.15577
H -11.98720 -16.71611 20.39785
H -10.71021 -17.77551 20.99773
H -9.28507 -15.55571 20.96337
H -10.52409 -14.99823 19.89924
H -8.87705 -17.50072 19.55610
H -7.52963 -15.64046 19.14965
H -8.81735 -14.89405 18.20660
H -8.81235 -16.77921 16.58334
H -7.67417 -17.60306 17.54539
H -6.58616 -17.45385 15.16402
H -5.55346 -16.06530 15.00466
H -7.22173 -15.99187 14.39961
C -8.75872 -16.43807 10.58087
O -7.46288 -16.98916 10.90134
C -6.46033 -16.59427 10.03138
C -5.11809 -17.35301 10.25344
N -3.94713 -16.79858 9.52744
C -2.78577 -17.61949 9.67537
C -1.62320 -17.13599 8.73474
O -0.41599 -17.78285 9.18903
C 0.76343 -17.67784 8.42016
H -8.66193 -15.36107 10.71801
H -9.46006 -16.94718 11.24195
H -9.02836 -16.72464 9.56436
H -6.30240 -15.52630 10.18175
H -6.81051 -16.78225 9.01643
H -5.34974 -18.35921 9.90416
H -4.84552 -17.40328 11.30761
H -3.76904 -15.94799 10.04210
H -2.99870 -18.65535 9.41126
H -2.41358 -17.73408 10.69343
H -1.43825 -16.06354 8.67342
H -1.83917 -17.53503 7.74366
H 1.57681 -18.15432 8.96740
H 1.08096 -16.64043 8.31511
H 0.68851 -18.02657 7.39017
C 4.47595 -18.92929 15.18268
O 3.24036 -19.01742 15.92134
C 2.12936 -19.62738 15.19007
C 1.65913 -18.91676 13.86757
N 0.91902 -17.71434 14.36158
C 0.41092 -16.96974 13.23055
C 1.51593 -16.39339 12.33558
O 2.45467 -15.64989 13.12951
C 2.05257 -14.34537 13.63030
H 5.21789 -18.70122 15.94793
H 4.47789 -18.13022 14.44134
H 4.77811 -19.86346 14.70924
H 1.31178 -19.86945 15.86908
H 2.43242 -20.59590 14.79228
H 1.04395 -19.67293 13.37987
H 2.55820 -18.72733 13.28114
H 1.58055 -17.08640 14.79537
H -0.28472 -16.20810 13.58279
H -0.25199 -17.54492 12.58416
H 1.01373 -15.69704 11.66402
H 2.00491 -17.16193 11.73697
H 1.11906 -14.43579 14.18570
H 1.87079 -13.62660 12.83127
H 2.80668 -13.94458 14.30764
C -12.54741 -22.92861 11.87952
O -11.37916 -22.47990 11.15972
C -10.17656 -22.77872 11.87983
C -9.04841 -22.48864 10.99289
N -7.77895 -22.91961 11.56666
C -6.67668 -22.50069 10.78697
C -6.13757 -21.09798 11.28574
O -5.99063 -21.16417 12.69493
C -5.73466 -19.93260 13.32189
H -12.36650 -23.93376 12.26038
H -13.42160 -22.83950 11.23457
H -12.65508 -22.22536 12.70530
H -10.19416 -23.82822 12.17369
H -10.00267 -22.27145 12.82880
H -9.08177 -21.43181 10.72815
H -9.15902 -23.00158 10.03751
H -7.69466 -22.43091 12.44653
H -6.95957 -22.45485 9.73532
H -5.98488 -23.34151 10.73663
H -7.03278 -20.52870 11.03546
H -5.18625 -20.79938 10.84536
H -4.64568 -19.93758 13.27510
H -5.97525 -19.83345 14.38037
H -6.12122 -19.05498 12.80377
```

Output
* 2S+1: 1
* relative energy (zero: lowest compared OMol25 entry of this formula, charge and spin): 67.3 kJ/mol

In hartree/bohr, the strongest force on any atom values for the records above are, in order, 0.0613, 0.0717.
In eV, the total energy values for the records above are, in order, -84947.280, -88613.036.
In g mol⁻¹, the molecular weight values for the records above are, in order, 937.35, 969.37.